Entry 1:
Molecular formula: C16H17N3O4
Method: DFT, ωB97M-V/def2-TZVPD

The geometry in XYZ format:
```
40
Properties=species:S:1:pos:R:3:forces:R:3
C 3.032 1.788 -1.979 0.1 0.7 1.2
N 3.039 1.387 -0.552 -1.5 -0.2 -0.7
C 1.981 0.640 -0.052 0.3 -0.9 2.3
C 2.056 0.560 1.344 0.4 -0.9 -1.2
C 3.197 1.370 1.695 0.2 2.9 4.4
O 3.612 1.741 2.874 -0.9 -1.5 -3.6
N 3.616 2.055 0.565 -0.3 -2.0 -0.3
C 4.485 3.198 0.644 0.3 0.9 -1.1
C 1.259 -0.418 2.274 0.1 1.2 -0.7
N 0.347 -1.211 1.418 -1.7 0.1 0.1
C -0.996 -1.281 1.875 1.1 1.1 2.5
O -1.262 -1.030 3.095 0.6 -0.9 -3.9
C -2.122 -1.421 0.865 0.3 1.7 1.8
C -2.987 -0.303 0.861 -1.2 -1.5 -2.9
C -4.033 -0.284 -0.085 0.2 -0.4 0.6
C -4.252 -1.391 -0.978 1.3 0.5 0.4
C -5.111 -1.277 -2.201 -0.2 -4.0 0.8
O -5.261 -2.211 -3.005 0.6 2.1 1.1
O -5.869 -0.215 -2.217 -0.2 1.0 -0.4
C -3.460 -2.555 -0.814 -0.5 -0.5 0.3
C -2.390 -2.531 0.125 -1.4 -0.2 -1.5
C 0.780 -1.510 0.023 -0.8 -0.1 0.9
C 0.995 -0.261 -0.780 1.4 1.2 0.0
H 2.357 2.627 -2.134 -0.2 0.0 -0.2
H 4.011 2.124 -2.256 0.6 0.1 -0.1
H 2.768 0.949 -2.630 0.0 0.1 0.5
H 5.134 3.177 1.519 0.6 -1.0 -0.5
H 3.955 4.076 0.919 -1.4 0.9 0.1
H 4.925 3.518 -0.333 0.2 -1.0 0.8
H 0.596 0.170 2.973 0.9 -0.8 -0.6
H 1.941 -1.079 2.855 -0.4 0.6 -0.3
H -2.895 0.653 1.291 0.8 0.5 1.4
H -4.656 0.632 0.061 0.2 -1.0 -1.2
H -6.368 -0.391 -3.019 -0.8 0.5 -0.5
H -3.757 -3.543 -1.333 0.8 2.0 0.5
H -1.734 -3.359 0.193 0.3 -0.9 0.2
H 1.697 -2.103 0.090 -0.3 -0.1 -0.2
H -0.038 -2.020 -0.503 0.5 -0.4 0.5
H 1.371 -0.471 -1.767 0.1 -0.4 -0.5
H 0.035 0.200 -0.923 -0.5 0.6 0.0
```
Positions in Å, forces in eV/Å.

relative energy (zero: lowest compared OMol25 entry of this formula, charge and spin): 3.078 eV
SMILES: Cn1c2c(c(=O)n1C)CN(C(=O)c1ccc(C(=O)O)cc1)CC2
2S+1: 1
frontier orbital gap: 7.8 eV



Entry 2:
Molecular formula: C17H12ClF3N6O
Method: DFT, ωB97M-V/def2-TZVPD

The geometry in XYZ format:
```
40
Properties=species:S:1:pos:R:3:forces:R:3
N -3.233 -0.207 1.846 1.7 -1.0 -2.3
C -2.189 0.649 2.139 -3.3 0.9 1.7
O -2.472 1.431 3.062 2.2 -0.3 -0.8
C -0.985 0.660 1.287 0.0 1.7 1.5
C -0.048 1.652 1.407 -2.3 -1.0 -0.2
N 0.870 1.433 0.428 1.4 0.2 -1.7
C 1.748 2.464 0.098 -0.9 0.0 0.1
N 1.399 3.682 0.495 0.3 1.0 0.0
C 2.261 4.694 0.296 0.0 -1.3 0.2
N 3.483 4.609 -0.222 -1.2 1.1 0.2
C 3.776 3.401 -0.658 0.4 3.2 1.2
C 2.949 2.321 -0.528 2.7 -1.0 -2.0
C 3.900 1.259 -1.024 -0.9 -1.7 1.0
N 5.240 1.863 -1.178 0.4 -2.1 -1.1
C 5.172 3.112 -1.029 -2.4 -0.9 0.0
C 0.399 0.364 -0.525 2.3 -0.2 0.6
N -0.719 -0.156 0.158 -1.4 -2.0 0.5
C -1.089 -1.565 0.036 -1.2 0.8 2.8
C -1.771 -2.044 -1.104 -0.8 -1.6 -0.2
C -2.436 -3.355 -1.062 1.4 2.6 -0.9
C -3.291 -3.867 -2.326 1.7 -0.7 1.4
F -2.921 -5.141 -2.777 -0.6 1.8 1.0
F -3.124 -3.061 -3.420 -1.0 -0.7 1.6
F -4.571 -3.969 -1.857 0.9 0.3 -1.5
C -2.356 -4.067 0.151 -1.8 -2.1 -3.7
C -1.756 -3.632 1.264 1.4 3.6 0.6
C -1.186 -2.319 1.282 0.9 -1.3 -1.6
Cl -0.302 -1.883 2.760 -0.7 -0.1 -1.1
H -3.066 -0.795 1.026 -0.8 0.0 0.7
H -3.944 -0.457 2.513 0.2 0.4 0.0
H -0.025 2.616 1.938 -0.2 -1.1 0.0
H 1.928 5.628 0.669 -0.2 0.9 0.2
H 3.497 0.675 -1.876 0.7 0.7 -0.2
H 3.912 0.475 -0.256 0.6 0.0 0.1
H 5.961 3.832 -1.131 0.3 0.1 0.1
H 0.071 0.763 -1.487 0.7 0.3 -0.3
H 1.207 -0.444 -0.579 -0.9 1.1 -0.6
H -1.807 -1.381 -1.999 -0.1 -0.8 0.8
H -2.777 -5.086 0.020 0.2 0.6 0.9
H -1.705 -4.158 2.166 0.0 -1.0 1.0
```
Positions in Å, forces in eV/Å.

SMILES: NC(=O)C1=CN(c2ncnc3c2CN=C3)CN1c1cc(C(F)(F)F)ccc1Cl
2S+1: 1
frontier orbital gap: 7.3 eV



Entry 3:
Molecular formula: C3H7O2S
Method: DFT, ωB97M-V/def2-TZVPD

The geometry in XYZ format:
```
13
Properties=species:S:1:pos:R:3:forces:R:3
C -0.505 -1.284 0.022 -2.0 -0.4 -1.2
C 0.687 -1.792 -0.102 0.6 0.0 -0.2
C -0.314 1.394 0.849 -0.9 0.5 -0.9
O 1.605 0.743 -0.868 0.4 0.2 -0.7
O -2.433 0.280 -0.313 -2.2 0.1 -0.2
S -0.980 0.359 -0.579 0.9 0.7 1.4
H -1.436 -1.937 -0.007 1.0 1.0 0.9
H 1.451 -1.202 -0.534 1.0 1.0 0.1
H 1.597 1.438 -1.549 0.0 -0.4 0.3
H 0.910 -2.798 0.092 0.0 -1.5 0.3
H -0.413 2.494 0.595 -0.2 -1.2 0.1
H -0.890 1.175 1.783 0.7 -0.2 -0.8
H 0.721 1.131 0.611 0.6 0.1 1.0
```
Positions in Å, forces in eV/Å.

net charge: -1
relative energy (zero: lowest compared OMol25 entry of this formula, charge and spin): 4.173 eV
2S+1: 1
frontier orbital gap: 7.4 eV



Entry 4:
Molecular formula: C2H5O3
Method: DFT, ωB97M-V/def2-TZVPD

The geometry in XYZ format:
```
10
Properties=species:S:1:pos:R:3:forces:R:3
C -0.798 1.328 -0.394 -0.2 -0.5 0.1
O 0.322 1.601 0.385 0.9 0.8 0.2
H -1.432 2.228 -0.546 0.7 -0.2 -0.3
H -1.449 0.661 0.168 -0.3 -0.5 -0.1
H -0.502 0.797 -1.323 -0.5 0.5 0.2
O 0.269 -2.025 -0.845 -0.3 0.8 0.2
C 0.717 -1.808 0.292 1.1 -0.4 -0.2
O 1.046 -0.744 0.903 -0.3 -1.0 -0.3
H 1.006 -2.763 0.807 -0.2 0.1 0.6
H 0.820 0.725 0.553 -1.0 0.5 -0.3
```
Positions in Å, forces in eV/Å.

net charge: -1
relative energy (zero: lowest compared OMol25 entry of this formula, charge and spin): 0.954 eV
2S+1: 1
frontier orbital gap: 8.9 eV



Entry 5:
Molecular formula: C4H5P
Method: DFT, ωB97M-V/def2-TZVPD

The geometry in XYZ format:
```
10
Properties=species:S:1:pos:R:3:forces:R:3
C -1.936 2.157 -0.030 0.6 -1.2 -0.4
C -1.300 1.001 -0.122 -0.6 0.2 0.9
P -0.854 -0.564 0.191 0.0 1.0 -0.7
H -1.512 3.108 0.256 0.2 0.0 0.1
H -2.970 2.122 -0.326 -0.3 0.3 -0.2
H -0.132 -0.721 -1.037 -0.7 -0.1 0.1
C 2.409 -2.268 0.580 -2.6 4.9 -4.7
C 1.896 -1.431 -0.134 2.1 -0.1 0.9
H 2.617 -2.932 1.235 1.5 -4.3 3.9
H 1.781 -0.472 -0.612 0.0 -0.7 -0.1
```
Positions in Å, forces in eV/Å.

relative energy (zero: lowest compared OMol25 entry of this formula, charge and spin): 3.565 eV
SMILES: C=C=P.C#C
2S+1: 1
frontier orbital gap: 9.6 eV



Entry 6:
Molecular formula: C2H2IN
Method: DFT, ωB97M-V/def2-TZVPD

The geometry in XYZ format:
```
6
Properties=species:S:1:pos:R:3:forces:R:3
N 0.473 -0.717 -2.191 -0.8 1.2 2.9
C 0.176 -0.299 -1.132 -0.3 0.4 1.0
C -0.252 0.312 0.460 1.3 -1.9 -4.0
I 0.892 -0.772 1.879 -0.2 0.2 -0.1
H 0.023 1.355 0.427 0.0 0.1 0.1
H -1.312 0.121 0.557 0.0 0.0 0.1
```
Positions in Å, forces in eV/Å.

relative energy (zero: lowest compared OMol25 entry of this formula, charge and spin): 0.572 eV
SMILES: N#CCI
2S+1: 1
frontier orbital gap: 10.0 eV



Entry 7:
Molecular formula: C17H17ClF2N2S2
Method: DFT, ωB97M-V/def2-TZVPD

The geometry in XYZ format:
```
41
Properties=species:S:1:pos:R:3:forces:R:3
C -2.920 -2.309 -1.429 0.1 -0.2 0.2
C -2.008 -2.794 -0.305 0.0 0.3 0.1
C -2.195 -1.975 0.985 -0.2 -0.5 0.0
N -1.525 -0.698 0.971 0.0 0.5 0.0
C -0.385 -0.467 1.643 0.0 0.0 0.1
S 0.364 -1.583 2.609 0.3 -0.4 0.5
N 0.219 0.755 1.527 0.2 -0.1 0.1
C -0.198 1.940 0.947 -0.3 0.6 -0.4
C -1.540 2.274 0.758 -0.1 0.0 0.0
C -1.854 3.486 0.171 0.3 0.0 0.0
F -3.152 3.785 -0.005 0.1 0.0 0.0
C -0.898 4.399 -0.234 0.0 0.0 0.0
C 0.423 4.058 0.003 -0.2 -0.2 0.1
F 1.387 4.922 -0.352 -0.1 0.0 0.0
C 0.788 2.862 0.584 0.0 0.0 0.0
C -0.538 -2.831 -0.728 0.2 0.2 -0.2
S -0.037 -1.322 -1.649 -0.1 -0.2 -0.2
C 1.549 -0.871 -1.015 -0.1 -0.1 0.0
C 1.972 0.419 -1.330 0.0 -0.2 0.0
C 3.195 0.882 -0.891 0.1 -0.1 0.0
C 3.997 0.056 -0.116 -0.2 -0.1 -0.1
Cl 5.516 0.642 0.469 0.2 0.1 0.1
C 3.594 -1.234 0.186 0.1 0.1 0.0
C 2.377 -1.704 -0.276 0.0 0.1 -0.1
H -3.963 -2.392 -1.132 -0.1 0.0 0.0
H -2.767 -2.912 -2.321 0.0 0.0 -0.2
H -2.711 -1.273 -1.686 -0.1 0.1 -0.1
H -2.290 -3.824 -0.059 0.0 0.1 0.0
H -1.792 -2.530 1.835 -0.1 0.1 -0.1
H -3.263 -1.804 1.151 0.0 0.0 0.0
H -1.742 -0.090 0.193 0.1 0.0 0.1
H 1.156 0.763 1.912 -0.2 -0.1 0.0
H -2.342 1.646 1.107 -0.1 0.0 0.0
H -1.168 5.335 -0.692 0.0 0.1 -0.1
H 1.831 2.644 0.749 0.1 0.0 0.0
H 0.093 -2.912 0.154 0.0 -0.1 0.0
H -0.354 -3.675 -1.393 0.0 0.0 0.1
H 1.331 1.053 -1.924 -0.1 0.1 0.0
H 3.524 1.877 -1.145 0.1 0.1 0.0
H 4.227 -1.876 0.776 0.1 0.0 0.1
H 2.098 -2.720 -0.048 -0.1 0.0 0.0
```
Positions in Å, forces in eV/Å.

relative energy (zero: lowest compared OMol25 entry of this formula, charge and spin): 0.005 eV
SMILES: C[C@H](CNC(=S)Nc1cc(F)cc(F)c1)CSc1ccc(Cl)cc1
2S+1: 1
frontier orbital gap: 8.6 eV



Entry 8:
Molecular formula: C30H75Cs2N5O4S
Method: DFT, ωB97M-V/def2-TZVPD

The geometry in XYZ format:
```
117
Properties=species:S:1:pos:R:3:forces:R:3
Cs 1.698 4.414 -0.428 0.0 -0.3 0.1
Cs -0.979 -1.426 2.065 0.1 0.2 0.0
S 0.966 1.208 1.024 1.9 0.3 0.1
O -0.016 0.517 0.222 -2.5 -1.8 -1.4
O 2.149 1.409 0.190 1.4 0.1 -0.7
O 0.472 2.493 1.443 -1.3 2.6 0.6
O 1.262 0.420 2.222 0.3 -1.3 1.2
C 1.133 -3.568 6.800 -0.2 0.4 0.2
C 0.427 -2.219 6.798 -0.2 -0.8 0.8
N 0.346 -1.581 5.518 1.2 -0.5 -1.2
C -0.142 -0.222 5.633 -1.2 0.6 -1.5
C -1.682 -0.102 5.833 0.7 -0.4 0.2
C 1.666 -1.674 4.776 0.4 1.3 0.4
C 2.784 -0.807 5.437 -0.2 -0.4 0.0
H 2.199 -3.357 6.724 0.0 -0.6 -0.2
H 0.732 -4.204 6.012 0.4 0.0 -0.2
H 0.928 -4.063 7.750 0.1 0.0 0.1
H -0.570 -2.394 7.200 -0.2 0.3 0.0
H 0.961 -1.597 7.517 0.1 0.4 0.3
H 0.343 0.437 6.352 0.3 -0.3 0.6
H 0.090 0.263 4.685 0.0 0.1 -0.3
H -1.967 -0.591 6.765 -0.2 0.3 0.2
H -1.970 0.949 5.821 0.0 0.0 0.3
H -2.281 -0.586 5.062 0.3 -0.2 -0.3
H 1.599 -1.266 3.768 -0.6 0.3 0.0
H 1.991 -2.697 4.586 -0.3 -0.1 0.6
H 3.697 -0.715 4.848 -0.3 -0.1 -0.5
H 3.152 -1.170 6.397 -0.3 -0.2 0.3
H 2.383 0.198 5.574 0.2 0.0 0.0
C -1.380 1.033 -3.237 0.1 -0.1 0.0
C -0.307 2.044 -2.781 -0.2 0.2 -0.7
N -0.834 3.409 -2.660 0.3 1.4 -0.2
C -1.700 3.506 -1.524 -0.6 0.5 0.7
C -2.110 4.933 -1.142 -0.1 -0.1 0.7
C -1.369 4.078 -3.898 1.6 -1.0 0.1
C -0.173 4.247 -4.872 -1.0 -0.3 -0.5
H -1.843 1.328 -4.179 0.5 0.0 -0.4
H -2.269 0.936 -2.613 0.3 0.1 0.7
H -0.954 0.034 -3.329 0.0 0.0 -0.1
H 0.246 1.766 -1.884 -0.9 -0.1 0.7
H 0.568 2.015 -3.432 -0.4 0.2 -0.9
H -2.598 2.896 -1.622 -0.6 -0.1 -0.3
H -1.217 3.045 -0.663 0.3 0.0 0.1
H -1.313 5.475 -0.632 0.3 0.1 -0.4
H -2.540 5.563 -1.921 0.2 -0.2 -0.2
H -2.873 4.904 -0.364 -0.2 -0.3 0.1
H -1.799 5.076 -3.812 0.4 0.0 1.1
H -2.233 3.523 -4.264 0.1 -0.5 -0.6
H -0.468 4.916 -5.680 0.1 0.3 0.0
H 0.128 3.339 -5.394 0.0 -0.3 0.3
H 0.701 4.647 -4.357 -0.2 0.1 0.1
C 4.601 0.566 -2.339 -0.9 0.3 -0.9
C 3.202 0.229 -2.907 0.1 -0.4 0.5
N 3.270 -0.551 -4.133 -0.2 -0.9 -1.5
C 3.659 -1.948 -3.883 -0.1 0.1 -0.9
C 4.058 -2.718 -5.193 0.3 0.8 0.5
C 1.989 -0.552 -4.862 -0.9 1.7 0.0
C 1.802 0.761 -5.668 0.7 -0.7 -1.0
H 4.477 1.011 -1.352 0.2 -0.4 0.1
H 5.083 1.300 -2.986 -0.1 0.2 -0.1
H 5.264 -0.296 -2.408 -0.1 -0.1 0.6
H 2.594 -0.341 -2.206 0.1 -0.2 0.7
H 2.584 1.119 -3.025 0.4 0.2 -0.4
H 2.824 -2.468 -3.413 -0.3 -0.3 0.2
H 4.465 -1.947 -3.150 0.1 -0.2 -0.3
H 4.680 -3.579 -4.951 -0.2 -0.1 0.0
H 4.646 -2.065 -5.839 0.3 0.2 0.2
H 3.241 -3.021 -5.848 -0.3 -0.2 0.5
H 1.786 -1.386 -5.534 1.0 -0.1 -0.1
H 1.135 -0.655 -4.193 -0.1 0.1 0.7
H 0.995 0.746 -6.401 -0.7 -0.2 0.5
H 1.763 1.701 -5.117 0.1 -0.3 0.1
H 2.631 0.786 -6.375 0.5 0.4 0.3
C 1.580 -4.370 2.239 -0.3 -0.1 -0.4
C 1.366 -4.635 0.722 0.0 0.9 1.7
N 0.962 -3.401 0.048 0.0 0.0 -1.3
C 0.629 -3.773 -1.364 -2.0 0.5 0.3
C 0.043 -2.633 -2.233 2.1 0.3 0.0
C 1.961 -2.294 0.093 -0.4 0.3 0.0
C 3.340 -2.725 -0.276 0.6 -0.5 0.0
H 1.748 -5.295 2.791 0.2 -0.1 -0.1
H 0.694 -3.919 2.686 -0.1 0.0 -0.1
H 2.409 -3.691 2.439 0.1 -0.1 -0.1
H 2.285 -5.087 0.348 0.1 -0.1 -0.4
H 0.553 -5.353 0.610 0.0 -0.1 -0.1
H 1.422 -4.312 -1.881 0.4 0.2 -0.1
H -0.206 -4.472 -1.319 0.1 -0.5 0.4
H 0.877 -1.939 -2.338 -0.3 0.7 0.2
H -0.070 -2.908 -3.281 -0.5 -0.6 0.1
H -0.834 -2.100 -1.864 0.1 -0.3 0.2
H 2.014 -1.818 1.073 -0.4 -0.1 0.2
H 1.653 -1.480 -0.564 -0.4 -0.1 0.1
H 3.301 -3.381 -1.145 0.2 -0.1 0.0
H 3.740 -3.266 0.581 0.4 -0.2 -0.2
H 4.018 -1.904 -0.510 -0.2 0.1 0.1
C -5.550 -0.254 -0.347 -0.4 0.5 -0.2
C -4.459 0.810 -0.136 0.8 -1.8 0.6
N -4.287 1.261 1.240 -0.9 1.0 0.2
C -5.455 2.084 1.669 -0.2 0.2 -0.7
C -5.870 3.305 0.792 1.2 -1.1 0.0
C -2.989 1.961 1.404 -0.8 -0.5 0.7
C -2.715 2.248 2.887 0.9 -0.1 -0.8
H -6.517 0.088 0.022 -0.2 -0.1 -0.3
H -5.379 -1.236 0.094 0.5 0.3 0.6
H -5.605 -0.498 -1.408 -0.3 0.4 -0.2
H -3.564 0.219 -0.330 0.5 0.4 -0.3
H -4.473 1.618 -0.868 -0.3 0.1 -0.2
H -6.335 1.444 1.611 0.1 -0.3 0.7
H -5.327 2.493 2.671 0.2 -0.6 0.1
H -4.957 3.855 0.564 -0.2 0.6 0.1
H -6.245 2.930 -0.161 -0.4 0.3 0.0
H -6.603 3.886 1.352 0.1 0.1 -0.3
H -2.956 2.872 0.806 0.1 0.2 0.0
H -2.220 1.290 1.019 0.1 0.1 -0.1
H -3.220 3.139 3.258 -0.2 -0.3 0.2
H -1.641 2.416 2.976 0.1 0.3 0.0
H -2.896 1.348 3.474 -0.5 0.1 0.2
```
Positions in Å, forces in eV/Å.

net charge: -1
relative energy (zero: lowest compared OMol25 entry of this formula, charge and spin): 0.000 eV
2S+1: 2
frontier orbital gap (alpha / beta): 1.1 / 7.0 eV
expectation value of S²: 0.7503